[1]
DFT (ωB97M-V/def2-TZVPD) results for a cluster of 4 separate species, C30H50N4O5S3 in total.

- lowest unoccupied orbital energy (eV) = -7.7
- energy (a.u.) = -2962.2351
- net charge = +2
- HOMO-LUMO gap (eV) = 5.2

Geometry as XYZ:
```
92
C30H50N4O5S3 ωB97M-V/def2-TZVPD
O 1.763 -5.148 1.705
S 3.034 -4.500 1.788
O 4.129 -5.048 2.509
C 3.570 -4.300 0.048
N 3.159 -2.977 -0.442
C 1.889 -2.813 -0.853
C 1.451 -1.585 -1.269
C 2.325 -0.501 -1.269
C 1.823 0.829 -1.688
C 2.111 1.976 -0.956
C 1.591 3.178 -1.356
N 0.807 3.270 -2.435
C 0.220 4.577 -2.829
C -0.919 5.012 -1.900
C -2.334 4.657 -2.408
S -2.931 3.197 -1.481
C -3.827 2.254 -2.696
S -5.053 2.799 -3.556
N -3.344 0.918 -2.805
C -3.402 -0.074 -1.864
C -2.767 -1.145 -2.418
N -2.331 -0.843 -3.681
C -2.700 0.395 -3.892
C 0.537 2.178 -3.164
C 1.023 0.948 -2.817
C 3.643 -0.706 -0.868
C 4.032 -1.952 -0.459
H 2.820 -3.208 2.152
H 4.639 -4.447 -0.045
H 2.990 -5.043 -0.488
H 1.231 -3.669 -0.840
H 0.429 -1.463 -1.591
H 2.719 1.931 -0.066
H 1.792 4.064 -0.766
H 1.006 5.321 -2.895
H -0.177 4.407 -3.823
H -0.873 6.089 -1.763
H -0.789 4.566 -0.916
H -2.355 4.451 -3.475
H -3.025 5.472 -2.228
H -3.884 0.043 -0.911
H -2.648 -2.113 -1.960
H -2.560 0.978 -4.786
H -0.094 2.311 -4.024
H 0.752 0.110 -3.442
H 4.360 0.100 -0.879
H 5.037 -2.172 -0.137
C 0.228 3.651 3.435
C 1.459 3.580 2.556
O 1.687 4.721 1.743
C 1.869 5.964 2.417
C 3.043 5.978 3.376
H -0.667 3.826 2.835
H 0.113 2.711 3.973
H 0.293 4.452 4.171
H 1.345 2.752 1.850
H 2.348 3.357 3.155
H 0.947 6.253 2.929
H 2.032 6.696 1.626
H 2.917 5.265 4.191
H 3.148 6.969 3.817
H 3.970 5.731 2.855
C 0.216 -0.697 5.990
C 0.428 -0.339 4.531
O 1.611 0.409 4.280
C 2.830 -0.214 4.640
C 3.090 -1.526 3.916
H 0.194 0.203 6.605
H -0.730 -1.224 6.110
H 1.004 -1.344 6.375
H -0.388 0.299 4.191
H 0.404 -1.241 3.907
H 2.887 -0.359 5.723
H 3.607 0.504 4.379
H 2.339 -2.282 4.153
H 4.064 -1.925 4.199
H 3.078 -1.356 2.832
C -6.221 -4.852 -3.298
C -4.783 -4.547 -3.671
O -3.891 -4.505 -2.563
C -3.786 -5.702 -1.806
C -3.302 -6.903 -2.599
H -6.596 -4.120 -2.581
H -6.849 -4.820 -4.188
H -6.331 -5.841 -2.853
H -4.722 -3.554 -4.119
H -4.421 -5.254 -4.424
H -4.737 -5.927 -1.313
H -3.071 -5.476 -1.011
H -3.994 -7.172 -3.396
H -3.203 -7.767 -1.942
H -2.332 -6.698 -3.056
```

Mulliken population analysis, charges in e, atoms 1 to 6: -0.5852 1.2531 -0.5556 -0.8429 0.0339 -0.3160

=====

[2]
DFT (ωB97M-V/def2-TZVPD) results for a cluster of 2 separate species, CH4ClNO in total at a distorted geometry.

- lowest unoccupied orbital energy (alpha / beta) (eV) = -1.0 / -1.8
- energy (a.u.) = -630.5284
- net charge = 0
- relative energy (zero: lowest compared OMol25 entry of this formula, charge and spin) (eV) = 4.9434
- HOMO-LUMO gap (alpha / beta) (eV) = 9.4 / 8.5

Geometry as XYZ:
```
8
CH4ClNO ωB97M-V/def2-TZVPD
C 0.733 -0.647 0.133
N -1.428 0.744 0.083
O 0.063 -0.353 -0.956
Cl 2.358 0.081 0.316
H 1.060 -1.668 -0.021
H 0.215 -0.462 1.152
H -0.727 1.448 -0.220
H -2.274 0.857 -0.487
```

Mulliken population analysis, charges in e, atoms 1 to 6: -0.0662 -0.4740 -0.3412 -0.2134 0.2703 0.2896

=====

[3]
DFT (ωB97M-V/def2-TZVPD) results for a structure of composition C48H49AsCrNO4P2SSe at a distorted geometry.

- lowest unoccupied orbital energy (alpha / beta) (eV) = 2.4 / 2.4
- energy (a.u.) = -8976.7815
- net charge = -1
- relative energy (zero: lowest compared OMol25 entry of this formula, charge and spin) (eV) = 2.9991
- HOMO-LUMO gap (alpha / beta) (eV) = 6.4 / 6.4
- <S²> = 6.02
- 2S+1 = 5

Geometry as XYZ:
```
108
C48H49AsCrNO4P2SSe ωB97M-V/def2-TZVPD
Cr 0.582 -1.036 -0.018
O 1.409 2.790 1.530
S 0.630 2.454 0.342
O 1.241 2.885 -0.892
O 0.282 1.002 0.353
C -0.960 3.243 0.544
C -0.964 4.582 0.913
C -2.166 5.220 1.161
C -3.356 4.511 1.041
C -3.338 3.177 0.669
C -2.140 2.506 0.410
P -2.198 0.634 0.000
C -1.977 0.327 1.896
C -1.987 -1.133 2.201
C -2.251 -1.761 3.574
C -2.827 -0.746 4.514
C -2.742 0.557 4.226
C -2.316 1.119 2.931
C -1.702 1.171 -1.779
C -2.626 2.027 -2.387
C -2.420 2.552 -3.653
C -1.279 2.211 -4.366
C -0.378 1.319 -3.807
C -0.596 0.802 -2.538
H -0.023 5.108 1.018
H -2.181 6.259 1.465
H -4.301 5.001 1.251
H -4.267 2.623 0.585
H -1.113 -1.619 1.778
H -1.376 -2.224 4.042
H -3.211 -1.083 5.471
H -3.067 1.275 4.973
H -2.368 2.197 2.847
H -3.533 2.277 -1.849
H -3.142 3.241 -4.077
H -1.094 2.632 -5.347
H 0.510 1.031 -4.359
H 0.134 0.105 -2.142
N -1.383 -1.103 -0.407
P -2.696 -1.971 -0.143
C -4.091 -1.666 -1.266
C -3.822 -1.138 -2.528
C -4.854 -0.904 -3.420
C -6.159 -1.236 -3.080
C -6.422 -1.820 -1.849
C -5.393 -2.041 -0.945
C -2.389 -3.730 -0.470
C -3.321 -4.681 -0.057
C -3.157 -6.013 -0.405
C -2.061 -6.400 -1.163
C -1.125 -5.458 -1.567
C -1.293 -4.124 -1.232
C -3.269 -1.809 1.631
C -4.502 -0.963 1.754
C -5.508 -1.256 2.579
C -5.518 -2.475 3.384
C -4.434 -3.243 3.469
C -3.155 -2.818 2.828
H -2.800 -0.898 -2.786
H -4.641 -0.453 -4.381
H -6.968 -1.045 -3.774
H -7.436 -2.104 -1.591
H -5.612 -2.487 0.016
H -4.170 -4.369 0.542
H -3.880 -6.752 -0.081
H -1.933 -7.440 -1.439
H -0.253 -5.767 -2.132
H -0.584 -3.370 -1.545
H -4.551 -0.098 1.104
H -6.370 -0.601 2.630
H -6.444 -2.763 3.871
H -4.436 -4.168 4.035
H -2.542 -3.684 2.572
C 4.175 1.712 1.002
As 3.033 0.209 1.409
C 4.382 -1.012 2.132
C 1.817 0.137 2.915
O 2.570 -0.489 -0.033
H 4.572 2.137 1.922
H 3.617 2.459 0.445
H 4.972 1.286 0.395
H 4.839 -0.593 3.030
H 5.149 -1.181 1.378
H 3.894 -1.958 2.368
H 2.394 0.409 3.798
H 1.507 -0.907 2.980
H 0.963 0.797 2.801
C 2.666 -8.642 -1.082
C 2.242 -7.292 -0.563
C 2.748 -6.117 -1.095
C 2.384 -4.867 -0.596
C 2.963 -3.623 -1.203
C 1.482 -4.801 0.470
Se 0.998 -3.112 1.258
C 0.937 -5.978 1.009
C -0.060 -5.930 2.131
C 1.330 -7.201 0.482
H 3.372 -8.549 -1.907
H 1.804 -9.214 -1.432
H 3.147 -9.224 -0.292
H 3.456 -6.169 -1.917
H 3.595 -3.858 -2.061
H 3.553 -3.073 -0.468
H 2.173 -2.941 -1.525
H -0.958 -5.401 1.806
H 0.347 -5.371 2.974
H -0.332 -6.935 2.456
H 0.916 -8.116 0.898
```

Mulliken population analysis, charges in e, atoms 1 to 6: 1.7913 -0.7507 1.6210 -0.8150 0.4965 0.2589